# 1
80
Properties=species:S:1:pos:R:3 method="wB97M-V/def2-TZVPD" homo_energy_ev=-12.41 energy_ev=-60989.120 molar_mass_g_mol=610.4 homo_lumo_gap_ev=7.12 total_charge=+1 lumo_energy_ev=-5.291
C 2.567 -3.923 6.902
O 3.021 -4.561 5.679
B 2.074 -5.124 4.904
O 1.361 -6.210 5.368
C 1.669 -4.540 3.458
C 0.368 -4.571 2.961
C -0.808 -5.087 3.707
C -1.281 -4.063 4.747
O -2.398 -4.625 5.384
C -1.578 -2.680 4.159
N -0.501 -1.720 4.444
C 0.189 -4.035 1.688
N 1.219 -3.575 1.043
F 0.986 -3.106 -0.205
N 2.453 -3.490 1.406
C 2.655 -3.957 2.629
O 3.911 -3.909 3.062
C 4.280 -2.642 3.673
C 4.577 -1.510 2.696
C 5.494 -1.910 1.577
O 5.148 -0.453 3.453
H 3.221 -3.084 7.097
H 2.626 -4.636 7.716
H 1.540 -3.574 6.806
H 1.686 -7.055 5.031
H -1.630 -5.223 3.002
H -0.612 -6.042 4.170
H -0.458 -3.924 5.463
H -2.558 -4.124 6.194
H -2.500 -2.300 4.587
H -1.773 -2.745 3.082
H -0.468 -0.990 3.743
H 0.411 -2.158 4.461
H -0.776 -3.993 1.211
H 5.187 -2.843 4.235
H 3.513 -2.367 4.398
H 3.633 -1.137 2.286
H 4.952 -2.525 0.865
H 5.871 -1.025 1.076
H 6.345 -2.476 1.948
H 4.529 -0.228 4.160
C 1.116 1.692 -2.019
C 2.303 1.340 -1.158
C 2.094 0.183 -0.204
O 2.991 0.500 0.869
C 3.143 1.862 0.881
O 3.657 2.463 1.761
O 2.615 2.400 -0.238
H 0.281 2.034 -1.405
H 1.363 2.502 -2.699
H 0.800 0.830 -2.610
H 3.186 1.168 -1.780
H 2.353 -0.781 -0.639
H 1.073 0.147 0.190
C -4.064 2.013 -5.161
C -2.997 2.164 -4.110
C -3.340 3.121 -2.991
O -2.045 3.603 -2.594
C -1.230 3.514 -3.672
O -0.152 4.009 -3.747
O -1.812 2.785 -4.651
H -4.223 2.957 -5.676
H -3.765 1.281 -5.911
H -5.004 1.685 -4.716
H -2.704 1.188 -3.708
H -3.841 2.648 -2.151
H -3.935 3.969 -3.336
C -3.976 8.272 -7.599
C -4.135 7.019 -6.776
C -3.656 5.749 -7.444
O -4.501 4.755 -6.843
C -5.656 5.369 -6.471
O -6.632 4.795 -6.115
O -5.526 6.711 -6.556
H -4.584 8.216 -8.502
H -4.304 9.145 -7.037
H -2.933 8.414 -7.880
H -3.664 7.143 -5.797
H -2.610 5.525 -7.247
H -3.831 5.748 -8.522

# 2
28
Properties=species:S:1:pos:R:3 method="wB97M-V/def2-TZVPD" homo_energy_ev=-14.71 energy_ev=-26413.054 molar_mass_g_mol=237.2 homo_lumo_gap_ev=10.24 total_charge=+1 smiles=CN[C@@](O)([NH2+]CCF)[C@H](OF)OC(F)F lumo_energy_ev=-4.467 e_above_lowest_kcal_mol=128.42
C -2.049 0.168 -1.992
N -1.982 0.490 -0.607
C -0.893 0.370 0.157
O -0.999 0.589 1.482
N -0.363 -1.241 0.250
C 0.925 -1.536 0.854
C 1.466 -2.925 0.391
F 0.389 -3.749 0.317
C 0.498 1.185 -0.368
O 1.116 0.474 -1.335
F 2.202 1.161 -2.079
O 1.314 1.536 0.764
C 1.116 2.791 1.224
F 1.038 3.753 0.301
F 0.025 3.030 2.039
H -1.143 0.344 -2.508
H -2.408 -0.937 -2.182
H -2.760 0.740 -2.493
H -2.694 0.010 -0.105
H -1.948 0.672 1.692
H -1.134 -1.728 0.873
H -0.460 -1.738 -0.727
H 0.767 -1.459 1.908
H 1.788 -0.891 0.512
H 2.143 -3.473 1.089
H 1.906 -2.822 -0.642
H 0.101 2.164 -0.736
H 2.039 3.021 1.924

# 3
78
Properties=species:S:1:pos:R:3 method="wB97M-V/def2-TZVPD" homo_energy_ev=-10.21 energy_ev=-84074.545 molar_mass_g_mol=853.9 homo_lumo_gap_ev=6.16 total_charge=+1 lumo_energy_ev=-4.050 e_above_lowest_kcal_mol=29.88
Pt -0.909 -0.167 0.032
C -2.892 3.468 1.438
C -2.280 2.310 0.725
N -1.471 1.489 1.291
O -1.385 1.499 2.676
C -2.593 2.054 -0.688
C -3.415 2.984 -1.514
N -2.152 0.930 -1.186
O -2.451 0.635 -2.394
H -2.426 3.604 2.410
H -3.969 3.341 1.569
H -2.741 4.364 0.835
H -2.280 1.318 2.999
H -4.083 3.581 -0.898
H -3.998 2.411 -2.231
H -2.771 3.659 -2.084
N 1.812 4.333 5.075
C 1.801 3.218 4.285
C 1.913 1.942 4.856
C 1.896 0.814 4.064
C 1.749 0.942 2.685
C 1.654 2.203 2.101
C 1.680 3.331 2.893
S 1.723 -0.469 1.669
O 2.598 -1.461 2.204
O 1.927 0.000 0.306
N 0.180 -1.041 1.546
C -0.522 -1.467 2.675
N -1.852 -1.467 2.556
C -2.542 -1.930 3.594
C -1.935 -2.360 4.758
C -0.553 -2.263 4.788
N 0.161 -1.821 3.760
H 1.989 4.257 6.058
H 1.841 5.248 4.666
H 2.033 1.849 5.929
H 2.010 -0.170 4.495
H 1.585 2.289 1.023
H 1.624 4.314 2.441
H -3.621 -1.941 3.483
H -2.501 -2.737 5.596
H 0.011 -2.554 5.667
C 3.316 -4.330 -2.238
C 2.936 -3.957 -0.956
C 2.085 -2.878 -0.765
C 1.600 -2.156 -1.857
C 1.972 -2.560 -3.145
C 2.830 -3.633 -3.336
Si 0.534 -0.643 -1.851
C 1.317 0.997 -2.218
C 0.548 1.985 -2.846
C 1.121 3.186 -3.244
C 2.471 3.413 -3.021
C 3.251 2.437 -2.412
C 2.681 1.241 -2.010
H 3.990 -5.164 -2.384
H 3.311 -4.499 -0.097
H 1.804 -2.611 0.242
H 1.595 -2.024 -4.012
H 3.120 -3.922 -4.338
H -0.357 -0.846 -2.998
H -0.502 1.804 -3.046
H 0.519 3.935 -3.743
H 2.921 4.348 -3.332
H 4.307 2.609 -2.252
H 3.295 0.488 -1.534
S -1.971 -2.146 -0.323
C -2.004 -2.705 -1.997
N -2.494 -1.929 -2.975
C -2.627 -2.338 -4.243
C -2.267 -3.614 -4.601
C -1.757 -4.455 -3.615
C -1.630 -4.005 -2.313
H -2.683 -0.918 -2.728
H -3.023 -1.612 -4.938
H -2.381 -3.944 -5.622
H -1.445 -5.459 -3.869
H -1.232 -4.635 -1.531

# 4
256
Properties=species:S:1:pos:R:3 method="wB97M-V/def2-TZVPD" homo_energy_ev=-14.31 energy_ev=-318250.187 molar_mass_g_mol=2244.6 homo_lumo_gap_ev=3.84 total_charge=+4 lumo_energy_ev=-10.472 e_above_lowest_kcal_mol=329.05
C 1.048 -4.288 -2.371
N -0.248 -5.069 -2.534
C -1.330 -4.340 -2.963
C -2.558 -4.985 -3.173
C -2.629 -6.381 -3.049
C -1.522 -7.039 -2.580
C -0.312 -6.382 -2.320
C -3.848 -7.096 -3.371
C -4.250 -8.229 -2.607
C -5.353 -9.003 -2.969
N -6.176 -8.527 -3.929
C -5.878 -7.400 -4.623
C -4.720 -6.637 -4.336
C -7.246 -9.367 -4.394
H 0.960 -3.773 -1.414
H 1.143 -3.658 -3.256
H 1.923 -4.934 -2.446
H -1.114 -3.295 -3.132
H -3.372 -4.329 -3.443
H -1.615 -8.081 -2.312
H 0.597 -6.825 -1.940
H -3.599 -8.568 -1.814
H -5.606 -9.940 -2.495
H -6.574 -7.182 -5.420
H -4.510 -5.786 -4.966
H -7.656 -9.858 -3.512
H -6.883 -10.045 -5.167
H -8.038 -8.705 -4.742
C -3.261 5.536 3.210
N -2.321 5.024 4.251
C -1.778 3.808 4.037
C -0.788 3.331 4.911
C -0.205 4.220 5.789
C -0.762 5.460 6.052
C -1.837 5.855 5.240
C 1.016 3.884 6.632
C 1.457 2.580 6.800
C 2.658 2.168 7.519
N 3.370 3.158 8.073
C 3.081 4.487 7.826
C 1.893 4.827 7.118
C 4.532 2.934 8.955
H -3.953 6.251 3.656
H -3.950 4.764 2.869
H -2.577 5.894 2.441
H -2.236 3.182 3.286
H -0.463 2.313 4.754
H -0.388 6.183 6.762
H -2.278 6.828 5.397
H 0.877 1.788 6.351
H 2.918 1.139 7.720
H 3.676 5.254 8.298
H 1.661 5.867 6.942
H 4.294 2.066 9.572
H 4.745 3.868 9.474
H 5.419 2.706 8.364
C -5.734 3.717 -3.890
N -5.718 2.389 -3.378
C -6.732 2.058 -2.508
C -6.836 0.796 -1.986
C -5.927 -0.215 -2.366
C -4.911 0.166 -3.212
C -4.792 1.475 -3.705
C -6.071 -1.666 -1.913
C -7.368 -2.342 -1.881
C -7.484 -3.662 -1.368
N -6.411 -4.264 -0.909
C -5.140 -3.698 -0.940
C -5.000 -2.365 -1.431
C -6.453 -5.644 -0.384
H -5.355 4.354 -3.090
H -6.715 4.133 -4.117
H -5.184 3.819 -4.826
H -7.479 2.809 -2.297
H -7.733 0.527 -1.449
H -4.172 -0.590 -3.435
H -3.985 1.695 -4.387
H -8.245 -1.799 -2.203
H -8.455 -4.136 -1.351
H -4.398 -4.389 -0.567
H -4.082 -1.800 -1.366
H -7.453 -6.008 -0.621
H -6.285 -5.546 0.689
H -5.753 -6.271 -0.936
C 2.540 -5.696 0.811
C 2.573 -6.761 1.866
C 3.892 -7.558 1.870
C 5.031 -6.769 2.468
C 4.629 -6.212 3.871
C 3.340 -5.383 3.910
N 2.232 -6.079 3.175
O 0.891 -5.837 3.560
C 3.552 -3.866 3.387
C 3.013 -5.335 5.438
C 1.449 -7.793 1.551
H 2.642 -6.202 -0.149
H 3.326 -4.941 0.813
H 1.546 -5.252 0.752
H 4.069 -7.848 0.835
H 3.812 -8.516 2.384
H 5.324 -5.935 1.831
H 5.989 -7.289 2.484
H 5.453 -5.599 4.235
H 4.611 -7.062 4.554
H 4.137 -3.281 4.096
H 2.631 -3.283 3.362
H 4.148 -3.753 2.482
H 3.790 -5.109 6.168
H 2.757 -6.320 5.827
H 2.153 -4.696 5.642
H 1.523 -8.597 2.284
H 1.562 -8.231 0.559
H 0.487 -7.284 1.604
C 2.666 9.147 0.320
C 3.472 7.770 0.605
C 4.806 8.275 1.271
C 5.595 7.129 1.818
C 4.755 6.353 2.952
C 3.343 5.871 2.449
N 2.700 6.954 1.603
O 1.310 7.291 1.832
C 2.517 5.536 3.754
C 3.435 4.602 1.624
C 3.830 7.039 -0.660
H 1.711 9.017 -0.190
H 3.215 9.827 -0.331
H 2.445 9.609 1.282
H 4.575 9.004 2.048
H 5.591 8.714 0.656
H 6.492 7.452 2.346
H 5.958 6.424 1.071
H 4.640 7.019 3.807
H 5.196 5.443 3.360
H 2.596 6.310 4.518
H 2.953 4.672 4.257
H 1.493 5.259 3.500
H 2.459 4.481 1.155
H 3.879 3.755 2.146
H 4.099 4.749 0.772
H 3.866 7.789 -1.451
H 3.044 6.374 -1.017
H 4.787 6.520 -0.616
C -0.440 -0.182 -1.522
C -0.429 0.407 -0.110
N 0.997 0.429 0.557
C 1.751 1.479 -0.231
C 0.968 0.780 2.039
C 2.205 1.181 2.836
C 1.808 -0.864 0.382
C 1.199 -2.109 1.026
O 0.031 -2.380 0.318
C -0.953 -3.279 0.776
H 0.185 -1.033 -1.790
H -0.184 0.653 -2.175
H -1.407 -0.619 -1.769
H -1.084 -0.253 0.458
H -0.764 1.432 -0.271
H 2.776 1.646 0.102
H 1.137 2.379 -0.267
H 1.887 1.245 -1.287
H 0.432 -0.013 2.561
H 0.492 1.759 1.989
H 1.984 1.248 3.902
H 2.506 2.192 2.561
H 3.029 0.468 2.848
H 2.716 -0.524 0.878
H 1.974 -0.899 -0.695
H 0.930 -1.956 2.071
H 1.857 -2.978 1.007
H -1.817 -3.251 0.113
H -1.219 -3.132 1.822
H -0.572 -4.298 0.699
C -1.745 2.786 -6.386
C -0.571 3.022 -5.391
N -0.470 4.495 -4.765
C -0.114 5.522 -5.853
C -1.948 4.835 -4.241
C -1.926 6.184 -3.372
C 0.572 4.436 -3.601
C 1.961 3.909 -3.947
O 2.662 4.600 -4.961
C 3.941 4.025 -5.360
H -2.723 2.854 -5.909
H -1.545 1.841 -6.891
H -1.581 3.473 -7.216
H 0.407 2.756 -5.791
H -0.699 2.407 -4.500
H 0.663 5.105 -6.495
H 0.210 6.440 -5.362
H -0.961 5.683 -6.519
H -2.364 4.057 -3.600
H -2.467 5.064 -5.172
H -1.463 6.208 -2.385
H -2.972 6.445 -3.209
H -1.558 7.085 -3.862
H 0.132 3.711 -2.916
H 0.568 5.400 -3.093
H 1.950 2.820 -3.992
H 2.546 4.083 -3.044
H 3.862 2.990 -5.692
H 4.550 4.093 -4.458
H 4.479 4.693 -6.032
N 3.699 -1.471 -4.962
S 4.730 -1.748 -3.645
O 4.106 -2.494 -2.552
O 5.895 -0.846 -3.346
F 5.543 -2.948 -4.344
S 3.234 -0.206 -4.363
O 4.143 0.920 -4.497
O 2.358 -0.277 -3.172
F 2.168 0.168 -5.533
N -1.718 -2.624 -5.367
S -3.277 -2.487 -5.976
O -3.640 -1.615 -7.085
O -4.302 -2.760 -4.945
F -3.258 -3.960 -6.637
S -1.431 -1.160 -5.492
O -2.025 -0.247 -4.523
O -1.018 -0.615 -6.772
F -0.006 -1.412 -4.782
N -1.255 3.623 -0.882
S -2.814 3.528 -0.518
O -3.733 4.410 -1.305
O -3.219 3.189 0.865
F -3.058 2.162 -1.343
S -0.855 4.597 0.149
O -0.367 4.027 1.417
O -1.499 5.925 0.215
F 0.640 4.921 -0.478
N 6.955 1.453 -0.292
S 6.348 1.389 1.215
O 5.332 0.358 1.510
O 6.332 2.734 1.874
F 7.661 0.662 1.818
S 5.683 1.691 -1.006
O 4.977 2.942 -0.663
O 4.829 0.527 -1.245
F 6.355 1.996 -2.441
N -0.485 -0.086 5.327
S -1.832 -0.758 5.193
O -2.473 -1.197 6.420
O -2.120 -1.369 3.923
F -2.615 0.606 5.088
S 0.454 -1.410 5.623
O 0.770 -2.256 4.488
O 0.357 -1.965 6.962
F 1.817 -0.572 5.858
N -3.582 -5.683 1.310
S -3.189 -5.396 2.700
O -1.812 -5.112 3.038
O -3.969 -5.941 3.780
F -3.786 -3.917 2.697
S -3.063 -7.312 1.233
O -3.454 -8.242 2.284
O -1.825 -7.659 0.461
F -4.190 -7.729 0.164

# 5
8
Properties=species:S:1:pos:R:3 method="wB97M-V/def2-TZVPD" homo_energy_ev=-0.98 energy_ev=-38157.513 molar_mass_g_mol=156.1 homo_lumo_gap_ev=5.84 total_charge=-2 lumo_energy_ev=4.860 e_above_lowest_kcal_mol=0.00
C 1.540 0.117 0.344
O -4.787 -0.911 0.275
O -4.921 1.531 -0.353
O 1.500 1.027 -0.382
P -4.688 0.095 -0.842
S 5.412 -0.076 -0.498
S 1.616 -1.051 1.363
H 4.328 -0.732 0.092